ORCA calculation (wB97M-V/def2-TZVPD) on a 2-piece molecular cluster, C7H15NO2 overall in a non-equilibrium geometry.

Calculated values
Total energy = -480.8983 a.u.
Multiplicity = 1
Energy above the lowest of the compared OMol25 structures with the same formula, charge and spin = 54.7 kcal per mole
LUMO energy = 0.75 eV

XYZ file:
```
25
Properties=species:S:1:pos:R:3:forces:R:3:nbo_charge:R:1
H 1.562 0.803 -1.040 -1.5 1.6 -3.3 0.509
C -0.662 -0.886 0.688 -0.2 0.2 -0.2 -0.414
C 1.611 -1.365 -0.306 0.1 1.0 -0.5 -0.630
C 1.507 -0.149 1.867 -0.2 0.2 -0.1 -0.615
C -1.638 -0.104 -1.564 0.2 0.0 0.2 -0.598
H 1.194 -1.446 -1.309 0.0 -0.3 -0.1 0.221
H -2.858 1.595 -0.069 0.0 0.0 0.1 0.364
H -2.255 1.231 1.411 0.0 0.0 -0.1 0.364
H -0.789 -0.565 -2.058 0.0 0.0 -0.1 0.224
H 1.062 2.126 -1.881 0.2 -0.1 0.2 0.487
H 0.911 0.467 2.541 0.0 0.2 -0.1 0.215
H 2.640 -1.020 -0.413 0.2 0.0 -0.1 0.207
C -0.018 1.082 0.074 0.6 -2.1 1.1 0.650
H -0.867 -1.870 0.270 0.1 -0.1 -0.1 0.216
H 1.676 -1.092 2.391 0.1 -0.1 -0.1 0.209
H -1.909 0.786 -2.130 0.0 0.0 0.0 0.212
H -2.476 -0.798 -1.563 -0.1 0.0 0.0 0.219
C -1.309 0.265 -0.124 -0.4 0.4 0.1 0.006
H -1.012 -0.880 1.720 0.0 0.1 0.1 0.215
N -2.477 0.846 0.499 -0.2 -0.1 0.0 -0.820
H 1.645 -2.345 0.176 -0.2 0.1 0.0 0.224
C 0.798 -0.375 0.535 -1.0 0.2 0.9 -0.162
O 0.172 2.189 0.476 0.0 0.1 -0.1 -0.588
H 2.464 0.347 1.704 0.1 0.0 0.1 0.211
O 1.028 1.161 -1.896 2.0 -1.2 1.8 -0.929
```
Positions in Å, forces in eV/Å.



ORCA calculation (wB97M-V/def2-TZVPD) on one molecule with the formula C5H7PS in a non-equilibrium geometry.

Calculated values
Total energy = -934.1995 a.u.
Multiplicity = 1
Energy above the lowest of the compared OMol25 structures with the same formula, charge and spin = 24.9 kcal per mole
LUMO energy = -0.45 eV

XYZ file:
```
14
Properties=species:S:1:pos:R:3:forces:R:3:nbo_charge:R:1
S -1.405 3.138 1.472 -0.1 -0.4 0.1 -0.484
H 0.591 2.011 -0.660 -0.1 0.0 0.1 0.226
C 0.521 -1.948 0.491 0.2 0.0 -0.2 -0.632
P -1.528 1.430 0.560 -0.2 1.3 0.0 0.701
H 1.519 -2.269 0.214 0.2 0.0 -0.1 0.222
H 0.383 -2.094 1.560 0.1 0.0 0.0 0.223
C -0.309 0.270 1.113 -0.3 0.0 -0.5 -0.597
C 0.207 0.016 -1.203 0.0 0.0 -0.2 -0.203
H 0.035 1.916 -2.380 0.1 -1.1 0.5 0.231
H -0.343 -0.012 2.156 0.2 -0.1 0.1 0.238
C 0.207 -0.528 0.142 0.0 0.4 0.6 0.006
H -0.198 -2.585 -0.019 0.0 -0.2 -0.1 0.226
H 0.108 -0.701 -2.010 -0.1 0.1 -0.2 0.217
C 0.210 1.356 -1.435 0.2 0.3 -0.1 -0.373
```
Positions in Å, forces in eV/Å.



ORCA calculation (wB97M-V/def2-TZVPD) on a 2-piece molecular cluster, C2N2O5S overall in a non-equilibrium geometry.

Calculated values
Total energy = -959.8994 a.u.
Multiplicity = 1
Energy above the lowest of the compared OMol25 structures with the same formula, charge and spin = 25.8 kcal per mole
LUMO energy = -0.67 eV

XYZ file:
```
10
Properties=species:S:1:pos:R:3:forces:R:3:nbo_charge:R:1
C 2.198 -1.002 0.658 0.5 -0.3 0.0 0.497
N -1.668 -1.061 -0.209 -0.2 0.6 -0.2 0.739
O -0.519 -0.306 -0.349 0.9 0.7 0.0 -0.530
C 0.845 1.676 -0.543 -1.1 -0.4 0.2 -0.057
O -2.659 -0.412 -0.062 -1.2 0.3 0.3 -0.374
N 1.905 1.917 -0.893 0.7 0.3 -0.3 -0.221
S -0.854 1.388 0.003 0.6 -0.6 -0.7 1.564
O -1.517 -2.222 -0.274 0.3 -1.0 0.0 -0.286
O 3.098 -1.547 0.253 -0.3 0.2 0.1 -0.496
O -0.829 1.570 1.416 -0.1 0.1 0.6 -0.835
```
Positions in Å, forces in eV/Å.



ORCA calculation (wB97M-V/def2-TZVPD) on C34H28BrFeN4O5S3 as an isolated structure in a non-equilibrium geometry.

Calculated values
Total energy = -6940.0954 a.u.
Multiplicity = 1
Energy above the lowest of the compared OMol25 structures with the same formula, charge and spin = 18.4 kcal per mole
Charge = -1
LUMO energy (spin up / spin down) = 2.22 / 2.22 eV

XYZ file:
```
76
Properties=species:S:1:pos:R:3:forces:R:3:lowdin_charge:R:1
H 5.797 -2.303 0.935 0.0 0.0 0.0 0.104
H -3.352 -1.386 6.270 0.0 0.0 0.0 0.099
C -3.613 -3.921 -2.943 0.0 0.0 0.0 -0.063
C -1.537 -0.019 -1.332 0.2 -0.1 -0.2 -0.672
C -4.847 0.759 4.124 0.0 0.0 0.0 -0.088
C 3.898 0.992 0.983 0.0 0.1 0.0 -0.156
H 1.535 5.742 -1.996 0.0 0.0 0.0 0.105
C -3.333 -1.264 -0.242 0.1 -0.1 0.1 -0.107
C 1.159 5.083 -3.990 0.0 0.1 0.0 -0.707
Fe 1.985 0.623 -0.988 0.5 -0.9 -0.8 0.494
C -1.336 -3.387 -2.396 0.0 0.0 0.0 -0.019
H 1.647 1.937 -5.144 0.0 0.0 0.0 0.114
C -3.807 0.931 3.226 0.0 0.0 0.0 -0.037
O 1.910 -1.504 -1.517 -0.2 0.2 0.3 -0.377
C 3.213 2.228 0.933 0.0 0.0 -0.2 -0.178
C -1.341 0.691 0.006 0.1 0.0 0.1 -0.719
C 1.610 2.775 -4.461 0.0 0.0 -0.1 -0.012
H 4.191 3.558 3.879 0.0 0.0 0.0 0.089
H -0.564 -2.662 -2.179 0.0 0.0 0.0 0.080
H -1.775 -6.739 -2.600 0.0 0.0 0.0 0.095
C -1.475 0.474 2.426 0.1 0.0 0.1 -0.133
H -3.927 1.582 2.368 0.0 0.0 0.0 0.120
O 2.398 1.360 -2.775 0.0 -0.2 0.2 -0.135
H -1.505 -1.084 4.655 0.0 0.0 0.0 0.116
S 1.609 -1.866 -0.100 0.2 0.1 0.1 0.385
H -5.784 1.279 3.971 0.0 0.0 0.0 0.098
C -3.305 -5.274 -2.927 0.0 0.0 0.0 -0.102
C 5.484 -0.500 2.004 0.0 0.0 0.0 -0.029
H -0.028 -5.036 -2.095 0.0 0.0 0.0 0.109
C 4.127 2.852 3.062 0.0 0.0 0.0 -0.106
C 4.211 -1.103 0.015 0.4 0.1 -0.2 -0.236
H -4.626 -3.598 -3.158 0.0 0.0 0.0 0.104
C -1.033 -4.737 -2.358 0.0 0.0 0.0 -0.060
O 1.063 -0.614 0.508 0.1 0.2 0.0 -0.369
C 2.417 3.506 -0.881 0.1 -0.1 0.2 -0.080
Br 0.597 6.799 -4.603 0.0 0.0 0.0 0.655
S -0.511 2.112 0.048 -0.5 0.2 0.1 0.778
H 2.817 4.393 -0.386 0.0 0.0 0.0 0.135
H 2.734 4.055 1.927 0.0 0.0 0.0 0.106
C -2.013 -5.683 -2.631 0.0 0.0 0.0 -0.097
H -4.180 -0.601 -0.031 0.0 0.0 0.0 0.132
C -2.444 -0.562 4.511 0.0 0.0 0.0 -0.041
H 4.312 -1.594 -0.946 -0.1 -0.1 0.1 0.132
C -2.372 -1.290 0.923 -0.1 0.0 -0.1 -0.096
S -0.434 0.191 -2.538 -0.2 0.2 0.2 0.846
C 1.539 4.906 -2.686 0.0 0.0 0.0 -0.101
C 3.306 3.135 1.959 0.0 0.0 0.0 -0.031
C -2.977 -1.500 -2.671 0.0 0.1 -0.1 -0.135
N 3.722 0.154 -0.076 0.0 0.3 0.2 0.027
H -1.211 1.528 2.370 0.0 0.0 0.0 0.075
C 1.990 2.524 -3.113 0.0 0.1 -0.1 -0.386
C -4.687 -0.075 5.225 0.0 0.0 0.0 -0.103
H -4.076 -6.007 -3.130 0.0 0.0 0.0 0.094
H -2.470 -0.976 -3.480 0.0 0.0 0.0 0.082
N 2.488 2.377 -0.281 -0.3 0.2 0.3 -0.006
C 1.194 4.010 -4.885 0.0 0.0 0.0 -0.138
C 4.745 0.732 2.069 0.0 0.0 0.0 -0.160
N -1.852 0.062 1.083 0.1 0.0 -0.1 -0.107
H 6.229 -0.706 2.765 0.0 0.0 0.0 0.108
H 5.494 1.464 3.944 0.0 0.0 0.0 0.103
C -2.595 0.270 3.411 0.0 0.0 0.0 -0.224
H -2.896 -1.569 1.837 0.0 0.0 0.0 0.127
H -0.572 -0.070 2.726 0.0 0.0 0.0 0.138
N -2.603 -0.838 -1.426 -0.1 0.0 0.0 -0.111
H -5.499 -0.209 5.928 0.0 0.0 0.0 0.095
C 5.262 -1.366 1.004 -0.1 0.0 0.0 -0.028
O 2.944 -2.169 0.587 -0.3 -0.2 0.0 -0.265
C 1.927 3.642 -2.227 0.0 0.0 0.0 -0.147
H -4.057 -1.379 -2.798 0.0 0.0 0.0 0.125
C 4.847 1.676 3.100 0.0 0.0 0.0 -0.055
C -3.483 -0.733 5.417 0.0 0.0 0.0 -0.089
C -2.631 -2.971 -2.685 -0.1 0.1 0.1 -0.213
H -3.715 -2.268 -0.435 0.0 0.0 0.0 0.128
O 0.736 -2.999 0.083 -0.1 0.0 -0.1 -0.305
H -1.558 -2.004 0.743 0.0 0.0 0.0 0.131
H 0.893 4.163 -5.913 0.0 0.0 0.0 0.094
```
Positions in Å, forces in eV/Å.



ORCA calculation (wB97M-V/def2-TZVPD) on C25H46Cl2DyN3O6Si as an isolated structure in a non-equilibrium geometry.

Calculated values
Total energy = -3691.1156 a.u.
Multiplicity = 6
LUMO energy (spin up / spin down) = 0.25 / 0.25 eV

XYZ file:
```
84
Properties=species:S:1:pos:R:3:forces:R:3:lowdin_spin:R:1
H 1.627 -0.714 -1.023 -0.4 -0.1 -0.1 0.000
C 1.179 5.182 -2.581 0.2 0.3 0.1 0.000
C -4.533 0.876 -1.029 0.1 0.4 0.1 0.000
H 0.353 -2.317 -3.301 -0.1 0.0 -0.1 0.000
H -6.108 0.674 -3.476 -0.2 -0.2 0.2 0.000
C 0.594 -0.342 -1.029 -0.2 0.4 0.6 -0.001
H 1.677 -3.276 3.925 0.1 -0.3 -0.3 0.000
H 2.216 5.535 -2.639 -0.2 0.0 -0.1 0.000
N 5.435 3.241 1.990 -0.1 0.0 -0.1 0.000
H 0.520 0.494 -1.731 -0.1 -0.4 0.3 0.000
H -4.182 -6.711 -1.997 0.0 0.5 0.1 0.000
H 6.978 1.831 2.055 -0.2 0.1 -0.4 0.000
H 3.563 3.942 2.322 0.0 -0.2 -0.2 0.000
Dy 1.147 1.723 1.305 -0.7 1.9 0.1 5.070
H 1.552 3.409 5.735 -0.1 -0.2 0.0 0.000
H -4.729 1.532 -1.882 0.1 0.1 0.1 0.000
H -7.324 0.135 -2.288 0.2 0.0 -0.2 0.000
H 0.370 2.067 5.972 0.3 0.2 0.1 0.000
H -0.732 2.946 -1.879 0.2 0.0 -0.2 0.000
O 2.407 2.269 3.404 -0.7 -0.2 0.3 -0.010
C 3.157 -2.717 0.910 -0.1 0.0 -0.1 0.000
C -5.503 -1.038 -2.301 0.6 0.5 0.7 0.000
H -4.285 -3.420 0.830 0.0 -0.4 -0.3 0.000
H 5.972 1.781 0.562 -0.1 0.1 0.2 0.000
H 0.304 0.007 -0.013 0.3 -0.1 -0.8 -0.002
H -5.580 -2.096 -2.504 0.2 0.0 0.1 0.000
H 2.473 -2.777 0.046 0.2 0.1 0.4 0.000
C -4.573 -0.548 -1.453 -0.6 -1.2 -0.8 0.000
H 6.457 3.601 3.797 -0.2 0.1 -0.2 0.000
N 2.440 -2.476 2.167 -0.2 0.3 -0.3 0.000
H 6.656 4.861 2.550 -0.2 -0.1 0.1 0.000
Cl 0.012 4.193 0.462 0.7 -0.1 0.6 -0.005
C 1.990 3.191 -1.505 -1.1 0.0 0.9 -0.001
C 5.942 4.156 3.000 0.2 0.0 -0.2 0.000
H -4.639 -5.844 0.315 0.1 0.0 -0.3 0.000
C -3.765 -4.739 -2.786 0.2 0.5 -0.1 0.000
H 3.888 -1.920 0.735 -0.3 -0.2 0.1 0.000
C 1.924 -3.617 2.911 -0.2 0.1 0.2 0.000
H -0.586 3.668 -3.507 0.1 -0.2 0.1 0.000
C 6.430 2.433 1.307 0.3 0.0 0.3 0.000
O 2.138 -0.309 1.610 0.1 -1.4 1.4 -0.013
H 0.687 5.669 -1.726 0.1 -0.2 -0.2 0.000
C 1.975 -1.258 2.425 0.3 0.8 -1.2 -0.001
C -4.321 -5.171 -0.480 0.1 0.1 0.1 0.000
H -1.212 -3.836 -0.358 0.1 0.1 0.1 0.000
C -3.562 -1.461 -0.779 0.0 -0.1 0.3 0.000
C -3.716 -2.933 -1.172 -0.3 0.5 0.1 0.000
O 3.541 2.367 1.003 1.0 1.0 0.7 -0.007
H 0.641 5.428 -3.501 0.3 0.0 0.1 0.000
H -3.565 1.119 -0.582 -0.2 0.1 -0.1 0.000
C -6.540 -0.211 -2.982 -0.5 0.2 -0.3 0.000
H 0.515 -3.497 -0.241 -0.2 0.1 0.0 0.000
O 0.292 1.646 3.529 1.1 0.2 0.5 -0.005
H -3.636 -5.083 -3.814 0.0 0.1 0.3 0.000
C -4.088 -5.639 -1.777 -0.2 -0.2 0.2 0.000
H -7.040 -0.819 -3.751 0.1 0.3 0.2 0.000
H 2.690 -4.389 2.949 -0.1 0.0 0.1 0.000
C 1.353 2.344 5.577 -0.2 -0.2 -0.1 0.000
H 1.015 -4.022 2.435 0.4 0.1 0.1 0.000
C -3.594 -3.378 -2.494 0.1 -0.5 0.3 0.000
O -2.250 -0.916 -0.919 0.7 -0.4 -0.7 0.000
N 1.167 3.738 -2.407 0.3 -0.4 0.3 0.000
H -0.620 -2.797 0.950 0.0 0.0 -0.1 0.000
H 5.103 4.705 3.418 0.1 0.1 0.1 0.000
H 0.151 2.071 -3.176 -0.1 0.2 0.0 0.000
H -3.778 -1.372 0.298 0.0 -0.2 -0.1 0.000
C -0.687 -2.158 -2.995 0.1 -0.3 -0.2 0.000
H -1.225 -3.103 -3.092 0.2 0.1 -0.2 0.000
H 2.815 3.834 -1.161 0.0 -0.1 -0.4 0.000
O 1.794 2.086 -0.950 0.4 0.8 -1.2 -0.011
Cl -1.397 1.214 1.150 0.0 -0.3 0.1 -0.011
H 7.160 3.105 0.822 -0.3 -0.3 0.1 0.000
H 1.438 -1.121 3.376 0.1 0.0 -0.2 0.000
C -0.483 -3.056 -0.106 0.1 -0.2 0.0 0.000
H -5.314 1.084 -0.279 0.2 -0.1 -0.2 0.000
H -3.363 -2.667 -3.286 -0.1 -0.2 0.2 0.000
Si -0.742 -1.577 -1.234 -1.3 -0.6 -0.2 0.000
C 1.353 2.069 4.089 -0.2 -0.2 -0.3 -0.001
H 3.674 -3.670 1.007 0.0 0.0 0.0 0.000
C 4.116 3.181 1.757 -0.4 -0.7 -0.5 0.000
H -1.146 -1.421 -3.664 0.1 -0.1 0.0 0.000
C -0.079 3.055 -2.759 0.0 -0.1 0.2 0.000
C -4.131 -3.823 -0.178 0.2 0.0 -0.3 0.000
H 2.144 1.776 6.087 -0.2 0.2 -0.2 0.000
```
Positions in Å, forces in eV/Å.